{
  "formula": "C54H53CuGe2N4S4",
  "method": "ωB97M-V with the def2-TZVPD basis set",
  "s_squared": 0.757,
  "e_homo_ha": [-0.202, -0.201],
  "total_charge": -1,
  "fmax_ev_per_a": 0.88,
  "gap_ev": [7.52, 6.21],
  "spin_multiplicity": 2,
  "elements": ["Cu", "C", "C", "C", "C", "C", "C", "C", "C", "C", "C", "C", "C", "C", "C", "C", "Ge", "S", "S", "Ge", "S", "S", "C", "C", "C", "C", "C", "C", "C", "C", "C", "C", "C", "C", "C", "C", "C", "C", "C", "C", "C", "C", "C", "C", "C", "C", "C", "C", "C", "C", "C", "C", "C", "C", "C", "H", "H", "H", "H", "H", "H", "H", "H", "H", "H", "H", "H", "H", "H", "H", "H", "H", "H", "H", "H", "H", "H", "H", "H", "H", "H", "H", "H", "H", "H", "H", "H", "H", "H", "H", "H", "H", "H", "H", "H", "H", "H", "H", "H", "H", "H", "H", "H", "H", "H", "C", "C", "N", "H", "H", "H", "N", "C", "C", "C", "N", "C", "N"],
  "xyz": [[-2.64698, -1.36728, -1.70736], [1.33636, -3.33001, -5.68840], [1.64816, -3.34628, -4.21472], [1.19097, -4.37024, -3.39233], [1.46410, -4.39233, -2.03242], [0.99556, -5.55020, -1.18912], [2.19383, -3.33636, -1.46703], [2.71315, -2.32552, -2.28440], [3.61427, -1.23051, -1.75781], [2.41931, -2.34429, -3.64495], [2.48255, -3.32716, 0.00341], [3.48462, -4.17659, 0.46493], [3.84666, -4.18958, 1.80104], [3.24128, -3.30557, 2.67674], [2.26141, -2.41472, 2.23853], [1.83707, -2.44868, 0.89846], [0.30227, -1.39052, 0.23079], [-1.28668, -2.69774, -0.47100], [0.87435, 0.20725, -1.23689], [-0.82294, 1.27257, -0.20938], [-2.69419, 0.81334, -1.22357], [-0.60957, 0.08290, 1.68561], [-0.59261, 3.21931, 0.06286], [-1.42212, 3.85852, 1.00450], [-1.29151, 5.22419, 1.23630], [-0.36017, 5.97393, 0.53779], [0.44045, 5.35724, -0.40769], [0.33647, 3.98987, -0.66245], [1.21833, 3.44543, -1.74456], [0.70999, 3.18284, -3.01661], [-0.74964, 3.35678, -3.36095], [1.57563, 2.70943, -4.00419], [2.91945, 2.49797, -3.75907], [3.83700, 1.97554, -4.83511], [3.40818, 2.77227, -2.48211], [2.58146, 3.24015, -1.47517], [3.13353, 3.47111, -0.09149], [-2.46275, 3.10560, 1.77785], [-3.75229, 2.94815, 1.26693], [-4.19538, 3.57137, -0.03398], [-4.67169, 2.18476, 1.98706], [-4.34394, 1.59411, 3.19371], [-5.33315, 0.73285, 3.93773], [-3.07346, 1.81819, 3.71711], [-2.13326, 2.57531, 3.03726], [-0.78424, 2.83524, 3.65649], [1.80425, -1.41183, 3.25409], [0.79019, -1.70196, 4.16291], [-0.03700, -2.96164, 4.06471], [0.50295, -0.78250, 5.17406], [1.20667, 0.40146, 5.30313], [0.93855, 1.35677, 6.43854], [2.19773, 0.68434, 4.36524], [2.50306, -0.19713, 3.34206], [3.56712, 0.15385, 2.33492], [0.77238, -4.21463, -5.98422], [2.25498, -3.29808, -6.27899], [0.74462, -2.45590, -5.95988], [0.59959, -5.17245, -3.82388], [0.44945, -6.26998, -1.79997], [0.33028, -5.20720, -0.39604], [1.83683, -6.06395, -0.71809], [3.79274, -1.31525, -0.68682], [3.17842, -0.24673, -1.94439], [4.58164, -1.27035, -2.26655], [2.80300, -1.54430, -4.27492], [3.97625, -4.83271, -0.24496], [4.61638, -4.86728, 2.15325], [3.54523, -3.26987, 3.71736], [-1.93815, 5.69419, 1.96969], [-0.26904, 7.03902, 0.71931], [1.15294, 5.93894, -0.98247], [-1.28684, 3.93817, -2.61318], [-1.24378, 2.38343, -3.43341], [-0.85514, 3.85462, -4.32716], [1.17032, 2.48325, -4.98665], [3.28540, 1.75669, -5.74962], [4.33526, 1.05844, -4.51280], [4.61473, 2.70450, -5.07341], [4.45693, 2.58773, -2.26256], [4.14650, 3.07546, -0.01543], [2.51253, 2.97914, 0.66235], [3.16234, 4.53448, 0.15946], [-3.40408, 4.15082, -0.50573], [-5.04748, 4.23426, 0.13864], [-4.50198, 2.79510, -0.73666], [-5.66384, 2.03394, 1.56937], [-6.26702, 0.63829, 3.38162], [-5.56610, 1.15518, 4.91788], [-4.92754, -0.26823, 4.10260], [-2.80462, 1.38125, 4.67537], [-0.74218, 2.40290, 4.65626], [-0.58608, 3.90751, 3.72807], [0.02053, 2.38843, 3.06764], [0.20136, -3.53962, 3.17401], [-1.09861, -2.70750, 4.02395], [0.11816, -3.60247, 4.93671], [-0.29354, -1.00937, 5.87840], [0.06178, 1.05336, 7.01265], [0.77338, 2.37143, 6.07192], [1.79122, 1.39221, 7.12077], [2.74385, 1.62192, 4.43516], [4.13108, 1.02825, 2.66301], [3.12046, 0.38559, 1.36127], [4.26337, -0.67377, 2.18262], [-6.55148, -2.67245, 0.76045], [-5.46771, -2.20474, -0.10398], [-4.59647, -1.84019, -0.74924], [-7.49926, -2.60836, 0.23011], [-6.59846, -2.05580, 1.65605], [-6.37198, -3.70644, 1.04696], [-2.90036, -2.30504, -3.33073], [-3.01042, -2.83054, -4.35424], [-3.15294, -3.45752, -5.59332], [-3.97091, -4.61522, -5.70460], [-4.63096, -5.55964, -5.79116], [-2.54987, -2.88124, -6.74631], [-2.06043, -2.41564, -7.68355]],
  "forces_ev_per_angstrom": [[0.315, 0.632, 0.520], [0.018, -0.038, 0.040], [0.023, 0.048, -0.020], [0.001, -0.037, -0.005], [0.040, -0.015, 0.005], [-0.067, 0.077, -0.053], [0.013, 0.015, 0.088], [-0.009, 0.069, 0.046], [0.092, -0.067, -0.117], [-0.006, 0.031, -0.026], [0.017, 0.079, 0.014], [-0.047, -0.015, 0.007], [0.009, -0.010, 0.004], [0.063, 0.036, -0.020], [-0.053, -0.037, -0.123], [0.031, -0.049, 0.068], [-0.052, 0.096, 0.097], [0.181, -0.182, 0.004], [-0.294, 0.289, 0.064], [0.117, -0.113, -0.063], [-0.003, -0.059, 0.081], [0.094, -0.037, -0.070], [0.022, 0.089, -0.052], [0.060, -0.059, 0.014], [0.011, -0.008, 0.006], [-0.004, 0.019, 0.005], [-0.017, -0.011, -0.002], [-0.149, -0.017, 0.036], [-0.082, -0.058, 0.065], [-0.063, -0.020, 0.029], [0.050, -0.044, -0.008], [-0.038, -0.014, -0.023], [0.033, -0.020, -0.014], [-0.039, 0.008, 0.057], [0.025, -0.063, -0.021], [-0.013, -0.048, 0.060], [-0.029, -0.011, -0.024], [0.016, 0.020, -0.068], [0.034, 0.002, -0.037], [-0.039, -0.018, 0.061], [-0.002, -0.029, -0.041], [-0.041, -0.014, 0.037], [0.052, 0.032, -0.028], [0.024, 0.049, 0.047], [-0.004, 0.071, 0.027], [-0.039, -0.022, -0.033], [-0.043, -0.100, -0.007], [-0.072, -0.007, -0.052], [0.041, 0.069, 0.019], [0.003, -0.017, 0.004], [0.006, -0.001, 0.039], [0.038, -0.043, -0.032], [0.000, 0.037, -0.002], [0.049, -0.003, 0.029], [-0.038, 0.026, -0.024], [-0.001, 0.023, 0.004], [-0.017, -0.005, 0.002], [-0.046, 0.027, 0.005], [0.022, 0.026, 0.017], [0.017, 0.028, 0.014], [-0.020, 0.035, 0.046], [-0.041, 0.001, -0.017], [-0.009, 0.006, -0.014], [0.174, -0.102, -0.045], [0.006, -0.044, 0.013], [-0.012, -0.041, 0.038], [0.004, 0.024, 0.017], [-0.029, 0.023, -0.009], [-0.011, -0.006, -0.018], [0.009, -0.011, -0.022], [-0.002, -0.035, -0.009], [0.000, -0.015, 0.017], [0.016, 0.004, -0.007], [0.021, 0.041, 0.036], [0.009, -0.014, 0.016], [0.019, 0.023, 0.033], [0.008, 0.003, 0.021], [-0.010, 0.005, 0.007], [0.003, -0.008, -0.005], [-0.042, 0.018, -0.007], [-0.003, -0.002, 0.008], [0.019, -0.002, -0.027], [-0.015, -0.023, 0.005], [0.007, -0.013, 0.001], [0.021, 0.013, 0.016], [0.005, 0.056, 0.051], [0.033, 0.017, 0.015], [0.012, 0.003, 0.009], [-0.002, -0.007, -0.006], [-0.008, 0.014, -0.016], [0.000, 0.015, -0.041], [-0.052, 0.030, -0.113], [-0.012, -0.003, 0.013], [-0.041, 0.026, 0.008], [0.000, 0.004, -0.005], [0.024, 0.001, -0.014], [0.007, 0.009, -0.012], [0.026, 0.002, -0.024], [0.007, 0.012, -0.022], [0.045, -0.024, 0.044], [-0.014, -0.009, 0.010], [-0.015, -0.041, -0.003], [-0.015, -0.008, -0.016], [-0.016, -0.041, 0.026], [-0.017, 0.036, -0.005], [0.116, 0.086, -0.148], [-0.053, -0.048, 0.239], [-0.361, -0.121, -0.057], [-0.004, 0.001, -0.010], [0.032, 0.021, -0.009], [0.032, -0.008, -0.016], [-0.117, -0.425, -0.563], [-0.006, -0.260, -0.457], [-0.039, 0.090, 0.017], [0.165, 0.178, 0.042], [0.036, 0.077, 0.007], [-0.084, -0.136, 0.243], [-0.018, -0.032, 0.067]]
}


{
  "formula": "CH3NOP2S",
  "method": "ωB97M-V with the def2-TZVPD basis set",
  "e_homo_ha": [-0.321, -0.325],
  "total_charge": 0,
  "fmax_ev_per_a": 2.00,
  "de_lowest_ev": 3.3921,
  "gap_ev": [6.39, 6.77],
  "elements": ["C", "N", "O", "P", "P", "S", "H", "H", "H"],
  "xyz": [[0.72802, 1.01242, 1.04750], [-0.37335, 1.66701, 0.83940], [-0.92800, -1.47309, 0.98964], [1.39540, -0.41137, 0.26867], [-2.03493, -0.88541, 0.19051], [-1.60305, 1.24631, -0.12033], [1.34028, 1.45279, 1.83443], [0.56802, -0.32844, -0.87545], [-1.81287, -1.23344, -1.18079]],
  "forces_ev_per_angstrom": [[0.804, -0.836, 0.014], [-0.645, 0.868, -0.022], [1.820, -0.434, 0.712], [-1.023, -0.077, 0.490], [-0.543, 0.778, -0.886], [-0.180, -0.188, -0.077], [0.055, -0.041, -0.027], [-0.067, -0.019, -0.057], [-0.220, -0.052, -0.146]]
}


{
  "formula": "C3H12FeN6O7P",
  "method": "ωB97M-V with the def2-TZVPD basis set",
  "s_squared": 6.013,
  "e_homo_ha": [-0.088, -0.084],
  "total_charge": -1,
  "fmax_ev_per_a": 1.91,
  "de_lowest_ev": 1.6129,
  "gap_ev": [4.47, 4.38],
  "spin_multiplicity": 5,
  "elements": ["Fe", "P", "O", "O", "O", "O", "C", "O", "N", "N", "H", "H", "H", "H", "C", "O", "N", "N", "H", "H", "H", "H", "C", "O", "N", "N", "H", "H", "H", "H"],
  "xyz": [[0.75541, -0.22792, -1.24589], [2.12995, -0.82726, -2.97193], [1.77132, -1.90353, -1.85075], [2.56669, 0.36583, -2.00022], [0.67440, -0.33939, -3.35905], [3.02502, -1.22552, -4.10016], [2.17198, -1.10272, 1.54814], [1.52814, -0.45145, 0.75922], [2.00816, -1.00643, 2.91767], [3.07681, -1.99154, 1.09011], [2.74899, -1.38359, 3.48172], [1.45233, -0.26115, 3.28815], [3.21842, -2.01778, 0.08453], [3.60595, -2.57181, 1.71259], [-2.08332, -1.02904, 0.35748], [-1.06597, -1.15236, -0.27739], [-2.06548, -0.93180, 1.72742], [-3.34022, -1.07282, -0.19371], [-2.85781, -0.77167, 2.32109], [-1.17015, -0.94711, 2.18195], [-4.13082, -0.75853, 0.33681], [-3.43426, -1.27457, -1.17165], [-0.95649, 2.50801, -0.59300], [-0.09325, 1.65627, -0.62660], [-2.24756, 2.23136, -0.94807], [-0.66785, 3.82300, -0.30700], [-2.40471, 1.34218, -1.38802], [-2.96609, 2.92688, -0.89741], [0.19863, 3.99093, 0.17370], [-1.44821, 4.40355, -0.04972]],
  "forces_ev_per_angstrom": [[0.385, -0.094, -0.385], [-0.311, 0.492, 0.193], [0.493, -0.860, 0.110], [0.543, 0.044, -0.291], [-0.524, 0.065, -0.119], [0.105, -0.029, 0.276], [0.540, -0.520, -0.839], [-1.206, 1.216, 0.837], [0.230, -0.632, 0.024], [0.291, -0.054, 0.610], [-0.113, 0.193, 0.223], [0.110, 0.206, -0.144], [-0.368, -0.058, -0.328], [0.064, -0.062, -0.143], [-0.240, -0.346, 0.590], [-0.042, -0.105, -0.438], [0.101, 0.191, 0.392], [-0.024, 0.214, 0.146], [-0.171, -0.089, -0.286], [0.178, 0.084, -0.279], [-0.093, -0.116, -0.143], [0.111, 0.094, -0.066], [0.361, -0.252, -0.693], [0.004, 0.223, 0.393], [0.075, 0.197, 0.418], [-0.588, 0.002, 0.208], [-0.075, 0.003, -0.027], [-0.076, -0.070, -0.260], [0.068, -0.111, -0.039], [0.172, 0.172, 0.060]]
}


{
  "formula": "C3H5BrS",
  "method": "ωB97M-V with the def2-TZVPD basis set",
  "e_homo_ha": -0.333,
  "total_charge": 0,
  "fmax_ev_per_a": 5.02,
  "de_lowest_ev": 0.9008,
  "gap_ev": 8.44,
  "smiles": "S=CCCBr",
  "elements": ["S", "C", "C", "C", "Br", "H", "H", "H", "H", "H"],
  "xyz": [[-1.57904, 1.57352, -1.55219], [-1.11952, 1.13427, -0.07303], [0.22544, 0.48451, 0.26685], [0.44209, -1.10748, -0.21746], [1.89132, -1.81285, 0.91325], [-1.72013, 1.37033, 0.74712], [1.03394, 1.03385, -0.29433], [0.43936, 0.43317, 1.36564], [-0.42544, -1.82790, -0.01649], [0.81197, -1.28141, -1.13936]],
  "forces_ev_per_angstrom": [[0.057, -0.199, 0.195], [1.865, -0.664, -1.286], [0.708, -1.881, -0.919], [-2.273, 0.931, 4.375], [-0.095, 0.025, -0.059], [-1.082, 0.231, 1.341], [-0.738, -0.449, 0.828], [-0.325, 0.436, -1.040], [1.041, 1.476, -0.251], [0.841, 0.094, -3.185]]
}


no.,total energy (eV)
1,-263840.34026
2,-34033.14248
3,-70261.50540
4,-84068.37721